(1)
Entry from OMol25: C39H68Cl3GeN2O3S5SbSi3Ti as an isolated structure at a distorted geometry (ωB97M-V with the def2-TZVPD basis set).

Each line ends with the Mulliken spin population.
Element x y z (Å)
Sb 2.65 0.30 -2.09  0.0570
Ge -1.44 0.93 1.52  0.0483
Ti 0.28 -0.15 -0.23  0.9706
Cl -3.57 -6.53 -1.91  -0.0001
Cl -0.41 -2.64 -3.84  -0.0022
Cl -1.88 -2.61 1.35  0.0006
S -2.76 3.19 -3.26  0.0124
S -5.06 1.50 -2.95  -0.0260
S -0.81 1.45 -2.06  0.2202
S -3.60 -0.70 -1.66  0.4485
S -5.36 4.15 -4.27  0.1072
Si 4.62 1.69 -1.22  0.0014
Si 2.26 1.41 -4.37  0.0060
Si 3.99 -1.83 -2.55  0.0009
O 2.22 -5.14 3.60  -0.0004
O 1.16 1.71 0.49  -0.0910
O -0.36 -1.70 -1.09  -0.0104
N 2.11 -5.84 1.47  -0.0001
N 1.58 -1.33 1.13  -0.1356
C 6.21 1.28 -2.12  -0.0009
C -4.46 3.01 -3.54  -0.0050
C -0.56 0.87 3.33  -0.0146
C 0.54 -7.49 2.49  0.0000
C 1.62 3.15 -4.16  0.0072
C -3.33 0.39 1.80  -0.0182
C 1.58 -2.67 1.16  0.0574
C 0.73 3.90 -0.31  0.0170
C 2.34 -3.40 2.06  -0.0048
C -0.48 -0.54 3.91  0.0210
C 4.32 3.53 -1.40  -0.0002
C -1.11 -2.77 -1.25  0.0251
C 2.20 -4.87 2.40  -0.0009
C 4.80 -2.29 -0.91  -0.0006
C 0.31 -0.64 5.21  -0.0011
C -2.62 -4.50 -0.41  0.0014
C 0.42 -2.08 5.70  -0.0002
C 5.33 -1.77 -3.86  -0.0010
C -2.44 1.66 -2.48  0.2544
C 2.16 -5.70 0.02  -0.0006
C 0.86 -6.11 -0.65  0.0005
C 1.06 0.35 -5.31  0.0143
C 1.95 -7.21 1.99  0.0001
C -1.96 -4.52 -2.72  0.0007
C 2.36 -0.67 1.99  0.0951
C -4.07 1.95 3.69  -0.0002
C 3.20 -1.31 2.88  -0.0047
C 3.17 -2.69 2.94  0.0122
C -2.65 -5.08 -1.66  -0.0042
C -1.22 -3.38 -2.51  -0.0065
C 1.24 2.92 0.69  -0.0121
C 1.84 3.44 1.95  -0.0007
C -5.15 2.91 4.16  -0.0001
C -4.26 1.51 2.24  0.0008
C 4.87 1.31 0.61  -0.0005
C 3.89 1.56 -5.31  -0.0018
C -1.86 -3.35 -0.22  -0.0180
C -3.55 0.82 -2.32  -0.0109
C 2.75 -3.12 -3.09  -0.0004
H 2.22 -7.88 1.17  0.0000
H 1.53 3.60 -5.15  -0.0003
H -3.18 -4.92 0.41  0.0002
H 3.19 -4.12 -3.01  0.0002
H -3.09 2.42 3.80  0.0005
H -6.14 2.45 4.11  0.0001
H -0.03 -1.22 3.18  0.0041
H 2.51 4.28 1.75  -0.0002
H 0.45 1.28 3.23  0.0004
H -0.16 -0.01 5.97  0.0002
H 0.66 -7.17 -0.48  0.0001
H 0.01 -5.55 -0.25  -0.0009
H -5.31 1.20 2.11  0.0006
H -1.50 -0.92 4.08  0.0028
H 6.10 1.32 -3.21  0.0000
H -0.20 -7.37 1.70  0.0000
H -2.01 -4.96 -3.71  0.0009
H 5.01 -3.36 -0.88  0.0003
H 2.67 -7.35 2.79  0.0000
H 2.97 -6.33 -0.34  -0.0001
H 4.48 0.64 -5.32  0.0004
H 2.34 2.66 2.52  0.0006
H 0.91 -5.95 -1.72  -0.0001
H 2.29 3.78 -3.58  0.0019
H 0.63 3.17 -3.69  -0.0061
H 3.43 3.89 -0.88  0.0002
H 1.00 -2.15 6.63  0.0000
H -4.06 1.07 4.34  -0.0001
H 0.90 -2.72 4.96  0.0003
H 1.84 -3.09 -2.50  0.0014
H 5.74 1.85 0.98  0.0000
H 5.75 -1.76 -0.81  0.0000
H -1.08 1.53 4.03  0.0011
H 3.74 -3.24 3.67  -0.0016
H -4.99 3.25 5.18  -0.0001
H 1.12 3.66 -1.30  -0.0069
H 1.01 3.83 2.56  0.0006
H 3.66 1.82 -6.35  -0.0001
H 4.01 1.61 1.20  0.0008
H -1.52 2.47 1.24  0.0020
H -4.13 2.38 1.60  -0.0017
H 6.58 0.29 -1.85  -0.0001
H 0.29 -6.82 3.31  0.0000
H 4.18 -2.03 -0.05  0.0019
H 6.24 -1.27 -3.53  0.0001
H -3.69 -0.04 0.86  0.0319
H 0.48 -8.52 2.85  0.0000
H 5.01 -1.33 -4.81  0.0001
H 5.60 -2.82 -4.07  0.0000
H 0.90 -3.16 0.47  -0.0059
H 0.77 0.85 -6.24  0.0003
H 0.97 4.93 -0.04  0.0009
H 2.29 0.40 1.96  -0.0206
H 5.19 4.05 -0.98  0.0000
H -5.18 3.80 3.52  0.0001
H 1.31 -0.23 5.05  0.0002
H 1.50 -0.62 -5.58  0.0010
H -0.57 -2.50 5.90  0.0000
H 2.47 -2.96 -4.13  0.0000
H 5.04 0.24 0.78  0.0006
H -0.36 3.77 -0.38  -0.0099
H 6.98 2.01 -1.83  0.0002
H 4.24 3.83 -2.44  0.0000
H 0.16 0.17 -4.72  -0.0071
H 3.82 -0.73 3.55  0.0003
H 2.44 -4.68 -0.23  -0.0003
H -3.34 -0.43 2.53  -0.0011
H 4.51 2.36 -4.90  0.0000

Output
Electronic energy: -252220.33290 eV
Frontier orbital gap (spin up / spin down): 6.46 / 6.01 eV
2S+1: 3
Highest occupied orbital energy (spin up / spin down): -6.76 / -7.30 eV
ΔE to the lowest compared entry with this formula, charge and spin: 24.0 kJ/mol

=====

(2)
Entry from OMol25: C39H68Cl3GeN2O3S5SbSi3Ti as an isolated structure at a distorted geometry (ωB97M-V with the def2-TZVPD basis set).

Each line ends with the Mulliken spin population.
Element x y z (Å)
Sb -3.00 -1.69 0.88  -0.0546
Ge 1.05 2.75 0.90  0.1501
Ti -0.58 0.34 -0.23  1.9913
Cl -3.45 0.50 -2.25  -0.0062
Cl 0.67 -2.80 -3.47  -0.0005
Cl -2.99 -1.52 -7.19  0.0001
S -2.20 4.85 -1.86  -0.0016
S -4.05 6.91 -0.78  0.0063
S -3.41 4.43 0.73  0.0003
S -0.66 2.27 -1.77  0.0572
S -2.04 1.80 1.17  0.0024
Si -2.61 -4.06 0.00  0.0009
Si -3.41 -2.14 3.37  -0.0032
Si -5.44 -1.17 0.23  0.0009
O 0.47 -0.73 1.23  -0.0314
O -0.85 -1.01 -1.72  -0.0570
O 4.54 2.73 -2.50  -0.0008
N 1.49 0.09 -1.18  -0.0839
N 4.42 1.64 -4.48  -0.0004
C -1.79 3.35 -1.06  -0.0139
C -6.66 -2.06 1.35  0.0007
C -0.88 -4.51 0.55  -0.0002
C 3.59 1.20 1.39  -0.0337
C 1.37 4.36 4.91  0.0051
C 4.75 -0.31 -5.99  -0.0001
C 0.96 3.23 5.86  0.0007
C 5.12 1.11 1.26  -0.0019
C -5.85 -1.68 -1.52  0.0003
C -3.04 -0.58 -4.65  0.0002
C -3.25 5.49 -0.64  0.0004
C 5.86 2.09 2.17  0.0052
C -3.83 -5.32 0.64  0.0014
C -5.67 0.67 0.50  0.0097
C 1.99 -1.15 -1.05  0.0686
C -1.36 -1.10 -2.93  -0.0616
C 0.69 -0.06 3.49  0.0292
C 2.19 0.97 -1.87  -0.0464
C -4.54 -3.58 3.77  0.0000
C -4.07 -0.55 4.10  0.0018
C 0.57 3.24 2.76  -0.0045
C 1.74 3.87 3.51  0.0256
C 6.70 2.55 -4.83  0.0000
C 0.94 -0.97 2.34  0.0296
C 1.83 -2.14 2.54  -0.0016
C -1.23 -2.05 -5.20  0.0010
C -2.54 -0.46 -3.36  0.0173
C -0.75 -1.90 -3.91  0.0096
C -2.64 -4.08 -1.87  0.0005
C 3.21 -1.52 -1.58  0.0055
C -2.35 3.16 0.16  0.0416
C 3.93 -0.60 -2.31  0.0013
C -1.77 -2.51 4.19  0.0020
C -2.38 -1.37 -5.57  0.0010
C 4.16 1.77 -3.16  -0.0009
C 5.21 2.69 -5.12  0.0000
C 3.77 0.66 -5.35  0.0004
C 3.01 2.48 0.80  0.0747
C 3.40 0.67 -2.48  0.0023
H 0.82 4.05 0.10  -0.0053
H 3.40 3.37 1.30  0.0029
H 1.38 -1.86 -0.52  -0.0379
H 2.23 4.89 5.34  -0.0009
H -3.73 -5.45 1.73  -0.0003
H -3.34 -3.37 -2.31  -0.0003
H -6.66 -2.42 -1.50  0.0002
H 5.44 0.09 1.48  0.0008
H -6.61 -3.14 1.21  0.0001
H 3.34 1.13 2.46  -0.0122
H 7.25 3.35 -5.33  0.0000
H -3.49 0.31 3.76  0.0001
H -0.61 -5.51 0.19  0.0001
H -5.11 -0.39 3.82  0.0006
H -3.94 -0.06 -4.93  0.0000
H 5.02 2.63 -6.19  0.0000
H 2.79 -1.79 2.92  0.0003
H -0.71 -2.68 -5.90  0.0000
H -1.25 -1.59 4.46  -0.0010
H 3.31 2.59 -0.25  -0.0176
H -5.09 -3.36 4.69  -0.0001
H -5.23 0.99 1.44  -0.0027
H 1.98 -2.70 1.61  -0.0004
H 0.17 2.38 3.30  -0.0050
H -6.52 -1.83 2.41  -0.0002
H -7.67 -1.73 1.07  0.0001
H -6.74 0.90 0.52  -0.0001
H 0.06 2.72 5.51  0.0000
H 0.77 3.61 6.86  0.0001
H 5.28 -0.89 -5.23  -0.0001
H -6.20 -0.82 -2.09  -0.0001
H -5.00 -2.11 -2.05  0.0000
H 5.60 1.90 3.22  -0.0006
H 1.44 0.74 3.45  0.0014
H -3.96 -4.48 3.95  0.0000
H 0.56 5.08 4.84  -0.0002
H -1.94 -3.07 5.12  -0.0001
H 5.60 3.12 1.94  -0.0030
H 1.78 1.97 -1.96  -0.0293
H -5.26 -3.79 2.98  0.0001
H 6.94 1.98 2.06  0.0006
H 3.23 1.20 -6.13  0.0001
H -2.89 -5.08 -2.23  0.0002
H -0.77 -4.50 1.63  0.0002
H -0.29 0.41 3.38  -0.0131
H 0.78 -0.58 4.44  0.0010
H -1.64 -3.84 -2.25  -0.0001
H 1.76 2.48 5.93  -0.0001
H 3.15 0.33 0.90  -0.0047
H 3.57 -2.53 -1.43  -0.0004
H 7.08 1.59 -5.18  0.0000
H -3.65 -6.29 0.17  -0.0001
H 5.49 0.22 -6.59  0.0000
H 3.02 0.11 -4.78  0.0000
H 4.22 -1.01 -6.64  0.0000
H -1.11 -3.12 3.56  -0.0008
H -4.02 -0.59 5.19  0.0001
H 4.85 3.65 -4.76  0.0000
H 2.13 4.72 2.94  -0.0043
H 5.38 1.31 0.21  0.0018
H 2.57 3.16 3.59  -0.0032
H 6.88 2.64 -3.76  0.0000
H 4.88 -0.86 -2.76  0.0001
H -0.17 -3.80 0.11  -0.0009
H -0.25 3.95 2.66  -0.0070
H 1.39 -2.79 3.30  0.0001
H -5.21 1.25 -0.30  0.0003
H -4.86 -5.03 0.43  0.0000

Output
Electronic energy: -252220.58116 eV
Frontier orbital gap (spin up / spin down): 6.00 / 5.74 eV
2S+1: 3
Highest occupied orbital energy (spin up / spin down): -6.29 / -6.88 eV
ΔE to the lowest compared entry with this formula, charge and spin: 0.0 kJ/mol

=====

(3)
Entry from OMol25: C39H68N9O2PReSbSi3 as an isolated structure at a distorted geometry (ωB97M-V with the def2-TZVPD basis set).

Each line ends with the Mulliken spin population.
Element x y z (Å)
Re -0.46 0.34 -0.14  2.1002
Sb 2.80 -0.37 -0.94  0.0611
P -2.21 -0.69 -1.49  -0.0365
Si 3.74 -2.34 1.61  -0.0004
Si 0.41 2.40 -2.45  0.0191
Si 2.75 -3.75 -0.97  0.0046
O 0.53 1.71 1.22  -0.0442
O -6.69 4.08 1.41  0.0002
N 1.80 3.46 1.91  -0.0001
N -4.28 -1.54 -3.14  0.0136
N 0.11 -1.32 0.98  0.0937
N -4.96 -0.21 -1.25  0.0236
N -5.75 5.50 2.92  0.0000
N -2.37 1.79 1.79  0.1560
N -0.06 -1.14 -3.48  -0.0018
N 1.03 1.94 3.46  0.0097
N -4.21 -2.51 -0.93  0.0323
C -0.10 1.15 3.94  -0.0136
C -3.61 1.34 2.09  0.0169
C -5.21 -0.51 -2.66  -0.0002
C -0.82 3.17 -1.27  0.0893
C 1.04 -2.33 0.89  0.0909
C -3.68 0.44 -1.07  -0.0341
C 0.09 -1.72 -4.68  -0.0029
C -2.81 -2.28 -0.65  -0.0005
C 1.11 2.34 2.18  0.0107
C 2.15 2.05 4.40  -0.0006
C -3.26 4.02 1.95  -0.0105
C 0.82 -0.22 -3.11  0.0166
C 1.61 -3.56 -2.43  0.0009
C -0.28 -3.57 2.53  0.0142
C -4.46 -2.76 -2.35  -0.0021
C -4.71 2.15 2.26  0.0054
C 3.39 0.86 0.73  0.0310
C 5.36 -1.69 0.93  0.0043
C -2.91 -1.12 -3.23  0.0272
C 2.01 -0.45 -5.21  -0.0013
C -1.08 -2.44 2.75  0.0277
C 1.88 0.13 -3.96  0.0355
C 0.71 0.56 -1.80  0.1694
C -4.55 3.52 2.15  0.0015
C -0.86 -1.38 1.94  0.0812
C 0.74 -3.50 1.62  -0.0064
C -0.57 2.22 -4.02  0.0063
C 2.04 4.52 2.90  0.0000
C 1.08 -1.41 -5.58  0.0103
C 2.23 3.77 0.56  0.0031
C -2.22 3.12 1.78  -0.0337
C -5.78 4.40 2.14  0.0009
C 4.51 -3.59 -1.54  0.0066
C 2.40 -5.45 -0.31  -0.0005
C 2.01 3.33 -2.67  0.0074
C 2.34 -2.22 0.21  0.0174
C -5.09 -1.43 -0.46  0.0020
C 3.06 -1.38 3.07  -0.0032
C 4.10 -4.07 2.17  -0.0001
H -2.31 -1.94 -3.61  -0.0035
H 1.33 -5.66 -0.26  0.0003
H 4.61 -4.16 -2.47  0.0015
H -0.54 3.08 -0.22  0.0009
H 2.30 1.08 4.87  0.0004
H -1.50 -0.49 2.02  -0.0002
H 2.85 -5.71 0.65  0.0001
H -0.90 4.25 -1.48  0.0036
H -0.94 1.26 3.26  0.0015
H 0.61 -3.23 -2.10  0.0012
H 3.05 4.50 3.29  0.0003
H 1.13 -1.91 -6.54  -0.0001
H -2.79 -0.25 -3.87  0.0001
H 2.42 -0.55 2.77  -0.0075
H 3.26 4.12 0.58  -0.0002
H -1.82 2.75 -1.42  0.0030
H -3.79 -3.54 -2.72  0.0006
H -5.02 5.68 3.59  0.0000
H 5.24 -3.99 -0.82  -0.0003
H 4.80 -2.56 -1.77  0.0013
H -5.10 0.39 -3.26  0.0001
H 1.91 4.35 -2.26  -0.0001
H -6.22 -0.89 -2.77  -0.0003
H -1.85 -2.41 3.51  0.0014
H 2.87 2.86 -2.18  -0.0019
H -3.62 1.30 -1.74  0.0201
H 1.50 -4.52 -2.95  -0.0001
H -3.71 0.27 2.20  -0.0069
H -0.62 -2.51 -4.94  0.0007
H 0.02 1.91 -4.89  -0.0003
H 5.31 -1.21 -0.05  0.0015
H -2.66 -2.22 0.42  0.0004
H 6.06 -2.52 0.85  0.0002
H -1.38 1.49 -3.88  -0.0027
H -1.21 3.49 1.63  0.0163
H 0.16 0.10 4.05  0.0017
H 4.86 -3.98 2.96  -0.0001
H 3.07 2.33 3.89  0.0002
H 2.60 0.87 -3.63  0.0014
H -0.46 -4.49 3.09  -0.0011
H -4.87 -1.22 0.59  -0.0018
H 3.25 -4.61 2.62  0.0001
H 2.49 -2.05 3.72  0.0002
H 1.61 4.57 0.13  0.0004
H -3.60 0.81 -0.07  -0.0256
H -6.57 6.09 2.95  0.0000
H 2.15 2.89 -0.07  -0.0070
H 1.33 4.45 3.72  0.0001
H 3.89 -0.97 3.66  -0.0002
H 1.95 2.78 5.19  0.0003
H 1.38 -4.36 1.47  0.0004
H -6.12 -1.78 -0.52  0.0007
H 2.83 -6.14 -1.06  -0.0001
H -1.02 3.19 -4.26  0.0003
H 4.31 0.45 1.12  0.0035
H 2.00 -2.83 -3.14  0.0023
H 3.58 1.88 0.37  0.0000
H 2.63 0.86 1.50  -0.0107
H -5.49 -3.10 -2.47  -0.0007
H 1.89 5.48 2.40  0.0002
H 2.81 -0.15 -5.87  0.0004
H 2.24 3.43 -3.73  0.0005
H -0.39 1.53 4.92  -0.0001
H 4.53 -4.69 1.38  0.0000
H -3.08 5.09 1.89  -0.0003
H 5.81 -0.97 1.63  0.0012
H -5.69 1.73 2.45  -0.0001
H -2.21 -3.10 -1.04  0.0043

Output
Total charge: +3
Electronic energy: -100618.52548 eV
Frontier orbital gap (spin up / spin down): 6.22 / 5.80 eV
2S+1: 4
Highest occupied orbital energy (spin up / spin down): -15.22 / -15.24 eV
ΔE to the lowest compared entry with this formula, charge and spin: 102.3 kJ/mol